No. 1
Density functional theory data (ωB97M-V/def2-TZVPD) for a molecular structure, C3H5N2P.

Properties
LUMO level	-0.16	eV
Kohn-Sham gap	9.23	eV
E	-15460.3232	eV
relative energy (zero: lowest compared OMol25 entry of this formula, charge and spin)	0.0	kcal per mole
M	100.06	u

Structure (ORCA input):
```
! RIJCOSX wB97M-V def2-TZVPD def2/J DEFGRID3
* xyz 0 1
C -1.05863 2.11200 -0.04857
C -1.76791 0.06688 0.15025
C 0.99727 -0.77195 -0.32686
N -0.16300 1.64389 -0.84432
N -1.99373 1.27839 0.52007
P -0.47413 0.01714 -1.12543
H -1.10011 3.16259 0.19655
H -2.42499 -0.73287 0.45000
H 0.87187 -1.85138 -0.35129
H 1.10894 -0.41992 0.69667
H 1.86843 -0.48735 -0.91308
*
```

No. 2
Density functional theory data (ωB97M-V/def2-TZVPD) for a molecular structure, C20H27FNO3P2Sc.

Properties
LUMO level	-6.40	eV
Kohn-Sham gap	7.91	eV
E	-70796.7519	eV
relative energy (zero: lowest compared OMol25 entry of this formula, charge and spin)	11.6	kcal per mole
M	455.34	u

Structure (ORCA input):
```
! RIJCOSX wB97M-V def2-TZVPD def2/J DEFGRID3
* xyz 2 1
Sc -0.11093 1.52989 0.82213
C 3.81057 -3.35771 -2.34237
C 2.39107 -3.54251 -2.87487
C 1.93347 -4.97141 -2.60157
C 0.49357 -5.16681 -3.05527
C -0.37163 -4.21461 -2.29967
C -1.67233 -4.53051 -1.97777
C -2.45563 -3.64381 -1.23617
F -3.69693 -3.98891 -0.91737
C -1.96353 -2.43271 -0.82227
C -0.65093 -2.07581 -1.16207
C -0.13263 -0.79941 -0.75977
O -0.81943 0.00159 0.00283
C 1.14017 -0.44581 -1.25897
C 1.86547 -1.35431 -1.99987
N 1.44887 -2.59291 -2.24277
C 0.16977 -2.96891 -1.90367
C 1.65067 0.96149 -0.95497
O 1.97527 1.73679 -1.81797
O 1.61157 1.25429 0.32323
H 4.40967 -4.21591 -2.63687
H 3.79947 -3.31511 -1.25487
H 4.30817 -2.47421 -2.72637
H 2.36057 -3.34951 -3.95287
H 2.02237 -5.17371 -1.53007
H 2.58467 -5.66611 -3.13137
H 0.16547 -6.19241 -2.88727
H 0.41117 -4.97241 -4.12837
H -2.10563 -5.46621 -2.29297
H -2.57413 -1.75561 -0.24717
H 2.82857 -1.06451 -2.39037
C 1.02707 2.05419 4.58053
P -0.34803 2.08079 3.38483
C -1.74143 1.42999 4.37373
C -0.72893 3.89799 3.27173
C -1.81533 4.22369 2.24063
P -1.28123 3.85559 0.49743
C -2.78223 4.23539 -0.46417
C -0.19643 5.27119 0.10303
H 0.75437 2.62759 5.47053
H 1.93227 2.46919 4.13753
H 1.22577 1.01969 4.86843
H -1.96233 2.11449 5.19523
H -1.45343 0.46029 4.78513
H -2.63163 1.29139 3.76033
H 0.20407 4.42019 3.01663
H -1.04683 4.24109 4.26403
H -2.07423 5.28859 2.29953
H -2.72703 3.64749 2.45053
H -3.16143 5.22109 -0.18607
H -3.55503 3.48659 -0.29597
H -2.52593 4.23889 -1.52577
H -0.64593 6.19469 0.47573
H -0.08893 5.33709 -0.98197
H 0.79597 5.14039 0.53603
*
```

No. 3
Density functional theory data (ωB97M-V/def2-TZVPD) for 2 unconnected molecules or ions with the total composition C6H13NO.

Properties
LUMO level	-2.70	eV
Kohn-Sham gap	4.01	eV
E	-9960.0261	eV
relative energy (zero: lowest compared OMol25 entry of this formula, charge and spin)	257.1	kcal per mole
M	115.18	u

Structure (ORCA input):
```
! RIJCOSX wB97M-V def2-TZVPD def2/J DEFGRID3
* xyz 0 1
C 1.53789 -1.35144 -1.17000
N 0.72845 -0.17108 -0.90638
C 1.00203 0.28029 0.42948
C -1.65160 1.19081 0.37197
C -1.34803 -0.26870 0.88945
C -0.50809 -1.59466 0.73640
C 0.06034 -0.42771 1.35682
H 1.62205 -1.77528 -0.14908
H 2.56226 -1.18438 -1.46697
H 1.02495 -2.05510 -1.80011
H -0.23963 -0.36520 -1.00942
H 1.96397 0.10526 0.76499
H 0.95041 1.46983 0.51751
H -2.70374 1.41290 0.54421
H -1.35851 1.25534 -0.71936
H -2.24082 -0.60060 1.47504
H -1.21410 -2.44496 0.87698
H 0.21266 -0.35471 2.47639
H 0.40142 2.83279 -2.23922
H -1.02756 2.02292 0.76122
O 0.22563 2.02366 -1.73989
*
```

No. 4
Density functional theory data (ωB97M-V/def2-TZVPD) for a molecular structure, C18H40AsBN4O3.

Properties
LUMO level	-1.43	eV
Kohn-Sham gap	3.70	eV
E	-92923.6275	eV
M	446.28	u

Structure (ORCA input):
```
! RIJCOSX wB97M-V def2-TZVPD def2/J DEFGRID3
* xyz 0 1
C 1.60477 2.18438 -5.22033
C 1.95661 3.40466 -4.34033
C 2.38066 2.97194 -2.91176
N 1.18601 2.79699 -2.10196
As 1.55646 2.73099 -0.16413
N 1.90842 2.65262 1.81244
C 2.84611 1.85558 2.08612
C 4.32663 2.20882 1.87025
C 2.63042 0.46068 2.69032
B -0.25131 1.75124 0.08337
C -0.42001 0.40428 0.91019
O -1.36053 2.28353 -0.53351
C 0.64138 4.56095 0.01380
C 0.93574 5.56685 -0.88914
C 0.25308 6.74665 -0.72660
C -0.67256 6.95107 0.25882
N -0.94335 6.00720 1.15797
C -0.27675 4.87233 0.98580
H 0.63757 1.80070 -4.88577
H 1.59348 2.46985 -6.27241
H 2.34468 1.39881 -5.04403
H 2.75695 3.97973 -4.82390
H 1.08169 4.05365 -4.27798
H 2.95639 2.03582 -3.00554
H 3.01726 3.77536 -2.53942
H 0.72366 1.91922 -2.31548
H 2.94717 3.39421 -0.36541
H 2.21977 1.25871 -0.37903
H 4.56084 2.37257 0.81260
H 4.96717 1.39129 2.21768
H 4.52601 3.13194 2.41276
H 3.28939 0.26575 3.54669
H 2.83352 -0.31365 1.93851
H 1.59445 0.33260 3.00574
H -0.58944 0.65195 1.96048
H 0.46971 -0.21128 0.78106
H -1.33658 -0.10081 0.56632
H -1.98696 1.58851 -0.76595
H 1.64591 5.42018 -1.69071
H 0.45386 7.56686 -1.41600
H -1.20011 7.89626 0.34010
H -0.48651 4.08341 1.71376
C -4.32789 -6.62568 -0.96504
O -3.98301 -7.13697 0.32028
C -2.64952 -6.94542 0.73740
C -2.56872 -5.80475 1.73274
N -2.86513 -4.48093 1.08537
C -1.85127 -3.92936 0.12131
C -0.58773 -3.48990 0.83262
O -0.84713 -2.35913 1.61698
C -1.03964 -2.57206 3.00911
H -4.94802 -7.36220 -1.47118
H -4.92089 -5.71070 -0.85240
H -3.45077 -6.41753 -1.58195
H -1.96933 -6.81933 -0.10918
H -2.34192 -7.85372 1.25906
H -1.59128 -5.73929 2.20624
H -3.32897 -5.92918 2.50230
H -3.02256 -3.77438 1.80975
H -3.77066 -4.56640 0.61743
H -2.32835 -3.06752 -0.34352
H -1.65566 -4.68102 -0.64141
H 0.13239 -3.19377 0.06551
H -0.11668 -4.29369 1.40870
H -0.66650 -3.54559 3.34120
H -2.10725 -2.48714 3.25311
H -0.51517 -1.78672 3.55014
*
```

No. 5
Density functional theory data (ωB97M-V/def2-TZVPD) for a single C5H12S molecule.

Properties
LUMO level	0.70	eV
Kohn-Sham gap	8.45	eV
E	-16208.8042	eV
SMILES string	C=S(=C)(C)CC
relative energy (zero: lowest compared OMol25 entry of this formula, charge and spin)	137.7	kcal per mole
M	104.22	u

Structure (ORCA input):
```
! RIJCOSX wB97M-V def2-TZVPD def2/J DEFGRID3
* xyz 0 1
C 0.35264 -1.19334 1.43366
S 0.55212 -0.40320 -0.03978
C 0.35733 -1.40957 -1.34090
C 1.81555 1.17081 0.11475
C -0.80950 0.79148 -0.28826
C -2.15584 0.10709 0.04855
H 0.90472 -0.83511 2.35854
H 0.27923 -2.26963 1.30143
H 0.12982 -0.79544 -2.17094
H 1.20925 -2.01808 -1.29966
H 2.29870 1.18426 1.02635
H 2.56123 0.96037 -0.70653
H 1.30206 2.06902 -0.10154
H -0.69980 1.57516 0.58532
H -0.76898 1.14729 -1.30922
H -2.55223 -0.29598 -0.90520
H -1.85297 -0.55235 0.95266
H -2.92333 0.76722 0.34076
*
```

No. 6
Density functional theory data (ωB97M-V/def2-TZVPD) for a molecular structure, C33H36N4OSbSiTi.

Properties
LUMO level (alpha / beta)	-2.71 / -2.80	eV
Kohn-Sham gap (alpha / beta)	5.93 / 7.03	eV
E	-80341.3401	eV
relative energy (zero: lowest compared OMol25 entry of this formula, charge and spin)	2.0	kcal per mole
M	702.39	u

Structure (ORCA input):
```
! RIJCOSX wB97M-V def2-TZVPD def2/J DEFGRID3
* xyz 1 3
Ti -0.32854 -0.17652 0.29436
C -1.30766 3.28269 -0.04893
C -1.30425 2.79251 1.36484
C -1.35666 3.66343 2.44871
C -1.46549 3.15419 3.72828
C -1.57902 1.77918 3.90398
C -1.50988 0.96462 2.78668
N -1.32252 1.46775 1.55344
Sb -2.02785 -1.12683 3.03435
C -3.00450 -1.29843 1.10962
C -4.20274 -1.99118 1.10841
C -4.97557 -1.97795 -0.04732
C -4.54641 -1.23109 -1.12541
C -3.33217 -0.54997 -1.06149
C -2.88421 0.33620 -2.18119
N -2.55679 -0.63378 0.02917
C -0.10676 -2.00009 2.58306
C 0.26027 -3.06374 3.38203
C 1.48820 -3.68012 3.16592
C 2.30840 -3.17773 2.17746
C 1.91016 -2.08748 1.41072
C 2.81931 -1.52534 0.36585
N 0.69341 -1.51677 1.59388
H -0.90119 4.28967 -0.12332
H -0.74160 2.62164 -0.70614
H -2.33802 3.30750 -0.41251
H -1.31674 4.73036 2.27674
H -1.49865 3.82265 4.57862
H -1.72949 1.35132 4.88640
H -4.52944 -2.52380 1.99173
H -5.91203 -2.51813 -0.09217
H -5.14277 -1.16252 -2.02491
H -3.40176 0.09064 -3.10651
H -3.12011 1.37429 -1.93536
H -1.80821 0.25719 -2.33607
H -0.40352 -3.41256 4.16212
H 1.79365 -4.52856 3.76314
H 3.27575 -3.61999 1.98294
H 3.71801 -2.13296 0.28295
H 2.33275 -1.48631 -0.60774
H 3.11779 -0.50738 0.62287
C -1.04352 -3.32606 -1.01273
Si -0.11275 -2.27810 -2.26869
C 1.48119 -3.21407 -2.61024
C -1.18356 -2.26607 -3.81328
N 0.23058 -0.69432 -1.61426
C 1.19433 0.11641 -2.21412
C 1.63777 -0.00163 -3.53787
C 2.67933 0.76461 -4.03800
C 3.33151 1.67933 -3.22909
C 2.90317 1.85594 -1.91889
C 1.83308 1.11826 -1.45954
O 1.32245 1.23692 -0.14411
C 1.75195 2.23781 0.72920
C 1.79463 3.57071 0.34849
C 2.13555 4.52404 1.29699
C 2.41378 4.15443 2.60606
C 2.35717 2.81739 2.96857
C 2.02944 1.84936 2.02913
H -1.01861 -4.35598 -1.37937
H -2.09203 -3.05038 -0.89542
H -0.57570 -3.33201 -0.02400
H 1.26380 -4.10154 -3.20914
H 1.92840 -3.55750 -1.67363
H 2.23310 -2.63308 -3.14428
H -1.22966 -3.27474 -4.23061
H -0.82213 -1.60123 -4.59863
H -2.20685 -1.96669 -3.57672
H 1.16273 -0.72590 -4.18499
H 2.98968 0.63062 -5.06560
H 4.16404 2.25782 -3.60364
H 3.41163 2.55647 -1.27352
H 1.56458 3.85939 -0.66712
H 2.18007 5.56555 1.00611
H 2.67962 4.90555 3.33708
H 2.57567 2.51920 3.98558
H 1.97239 0.80289 2.30110
*
```